# 1
The following is a quantum chemistry calculation of the molecule C7H5ClFINOP at a distorted geometry, from OMol25.

The value obtained for the HOMO-LUMO gap is 8.6087 eV. The calculation puts the calculated total energy at -1598.81219 a.u. The LUMO energy comes out at 0.004 Ha. The energy relative to the best compared isomer or geometry (same formula, charge and spin) comes out at 0.0 kcal per mole. Its SMILES is Oc1c(F)c(Cl)cc2c1CN2PI.

Structure (XYZ):
```
18
C7H5ClFINOP ωB97M-V with the def2-TZVPD basis set
O -1.760 -1.871 1.503
C -0.758 -1.019 1.215
C 0.283 -0.753 2.128
F 0.222 -1.408 3.316
C 1.335 0.110 1.863
Cl 2.535 0.357 3.079
C 1.427 0.795 0.648
C 0.388 0.563 -0.220
C -0.667 -0.316 0.037
C -1.381 -0.077 -1.256
N -0.045 1.058 -1.454
P 0.712 1.732 -2.755
I 1.236 -0.118 -4.284
H -1.642 -2.212 2.401
H 2.248 1.461 0.443
H -1.340 -0.836 -2.027
H -2.307 0.481 -1.220
H -0.485 2.054 -3.418
```



# 2
The following is a quantum chemistry calculation of a structure of composition C9H21Cs2N3O7S at a distorted geometry, from OMol25.

The value obtained for the HOMO-LUMO gap is 6.4305 eV. The calculation puts the calculated total energy at -1485.03926 a.u. The LUMO energy comes out at -0.058 Ha. The energy relative to the best compared isomer or geometry (same formula, charge and spin) comes out at 0.0 kcal per mole.

Structure (XYZ):
```
43
C9H21Cs2N3O7S ωB97M-V with the def2-TZVPD basis set
Cs -3.312 2.315 2.360
Cs -5.147 -0.482 -0.929
S -1.793 0.527 -0.372
O -0.832 0.991 -1.373
O -2.415 -0.750 -0.765
O -1.187 0.572 0.951
O -2.935 1.475 -0.281
C 1.117 -1.639 -1.061
C 2.127 -0.619 -1.523
O 3.386 -0.943 -1.396
N 1.673 0.579 -1.902
C 2.514 1.673 -2.391
H 0.118 -1.603 -1.497
H 0.941 -1.486 0.004
H 1.462 -2.632 -1.350
H 0.694 0.733 -1.706
H 1.891 2.557 -2.528
H 2.967 1.489 -3.365
H 3.344 1.941 -1.737
C -1.422 -3.987 -1.072
C -1.251 -3.898 0.463
O -0.744 -4.849 1.073
N -1.648 -2.738 0.987
C -1.553 -2.339 2.426
H -1.848 -4.955 -1.335
H -0.382 -4.053 -1.392
H -1.894 -3.082 -1.453
H -2.065 -2.063 0.362
H -2.178 -1.560 2.864
H -0.506 -2.079 2.585
H -1.641 -3.253 3.013
C 1.936 1.527 2.074
C 1.516 2.857 1.551
O 2.308 3.811 1.673
N 0.401 2.971 0.868
C 0.236 4.091 -0.014
H 2.688 1.581 2.861
H 2.150 0.902 1.206
H 0.968 1.152 2.407
H -0.071 2.110 0.629
H -0.589 3.785 -0.657
H 0.975 4.354 -0.771
H 0.000 5.015 0.514
```



# 3
The following is a quantum chemistry calculation of a structure of composition C44H46As2N3O2RuS3 at a distorted geometry, from OMol25.

Its spin multiplicity is 6. The expectation value of S² is 8.7711. The value obtained for the HOMO-LUMO gap (alpha / beta) is 7.4816 / 6.3746 eV. The calculation puts the calculated total energy at -7780.02036 a.u. The LUMO energy (alpha / beta) comes out at 0.012 / -0.039 Ha. The energy relative to the best compared isomer or geometry (same formula, charge and spin) comes out at 20.0 kcal per mole.

Structure (XYZ):
```
101
C44H46As2N3O2RuS3 ωB97M-V with the def2-TZVPD basis set
Ru -1.119 -0.242 1.509
N -1.818 -0.576 3.902
C -0.679 -0.602 4.815
C 0.051 0.740 4.810
C 1.179 0.768 3.752
O 2.312 1.054 4.097
O 0.833 0.499 2.557
H -2.460 0.173 4.165
H -2.327 -1.458 3.937
H 0.004 -1.394 4.482
H -1.008 -0.843 5.839
H 0.493 0.946 5.784
H -0.648 1.547 4.562
S -1.318 -2.787 1.876
C -0.108 -3.758 1.062
C -0.205 -5.144 1.210
C 0.763 -5.973 0.688
C 1.834 -5.438 -0.012
C 1.912 -4.070 -0.199
C 0.950 -3.212 0.327
As 1.112 -1.272 0.115
C 1.870 -1.307 -1.717
C 1.148 -1.926 -2.734
C 1.572 -1.853 -4.049
C 2.723 -1.151 -4.370
C 3.451 -0.533 -3.369
C 3.030 -0.615 -2.053
C 2.747 -0.951 1.107
C 3.325 -1.895 1.943
C 4.428 -1.561 2.709
C 4.959 -0.286 2.650
C 4.385 0.664 1.821
C 3.282 0.333 1.061
H -1.040 -5.545 1.764
H 0.696 -7.041 0.837
H 2.608 -6.082 -0.400
H 2.743 -3.643 -0.749
H 0.248 -2.479 -2.483
H 1.014 -2.348 -4.832
H 3.045 -1.080 -5.399
H 4.350 0.018 -3.609
H 3.613 -0.138 -1.277
H 2.892 -2.888 2.023
H 4.865 -2.294 3.371
H 5.792 -0.020 3.282
H 4.787 1.666 1.789
H 2.777 1.090 0.461
S -3.069 1.421 1.901
C -3.222 2.445 0.494
C -4.484 2.846 0.062
C -4.604 3.712 -1.008
C -3.473 4.192 -1.649
C -2.218 3.784 -1.232
C -2.073 2.913 -0.162
As -0.369 2.170 0.432
C 0.740 2.840 -1.051
C 1.296 4.115 -1.093
C 2.011 4.526 -2.205
C 2.175 3.672 -3.284
C 1.627 2.402 -3.252
C 0.911 1.993 -2.141
C 0.130 3.387 1.863
C 1.479 3.472 2.199
C 1.879 4.164 3.325
C 0.935 4.779 4.129
C -0.407 4.707 3.799
C -0.812 4.015 2.670
H -5.359 2.470 0.569
H -5.583 4.016 -1.347
H -3.569 4.878 -2.477
H -1.334 4.144 -1.741
H 1.151 4.786 -0.253
H 2.438 5.519 -2.238
H 2.731 3.999 -4.151
H 1.759 1.728 -4.086
H 0.470 0.998 -2.112
H 2.211 2.956 1.589
H 2.924 4.199 3.590
H 1.245 5.299 5.022
H -1.146 5.174 4.433
H -1.868 3.943 2.431
C -3.433 -0.192 -4.111
C -2.091 -0.759 -3.661
N -2.253 -1.966 -2.882
C -2.484 -1.960 -1.560
S -2.617 -0.488 -0.742
N -2.654 -3.104 -0.896
C -2.723 -4.434 -1.453
C -4.118 -4.731 -2.002
H -3.277 0.730 -4.665
H -4.045 0.023 -3.238
H -3.955 -0.904 -4.748
H -1.575 -0.020 -3.041
H -1.462 -1.006 -4.519
H -2.372 -2.824 -3.396
H -2.672 -3.013 0.123
H -2.487 -5.137 -0.655
H -1.962 -4.556 -2.231
H -4.846 -4.695 -1.197
H -4.141 -5.718 -2.453
H -4.413 -4.000 -2.751
```